{
  "formula": "C4H7N4",
  "method": "wB97M-V/def2-TZVPD",
  "fmax_ev_per_a": 5.6,
  "e_above_lowest_kj_mol": 702.10,
  "total_energy_ev": -10207.9458,
  "gap_ev": [8.39, 7.11],
  "total_charge": 1,
  "e_lumo_ha": [-0.206, -0.251],
  "symbols": ["C", "C", "C", "C", "N", "N", "N", "N", "H", "H", "H", "H", "H", "H", "H"],
  "coordinates": [[-1.4857, 0.9074, -0.3589], [-0.5598, 1.9430, -0.6064], [0.6637, -0.8533, 0.0762], [1.1466, -1.5111, 1.3677], [-0.4464, -1.9528, -1.7261], [0.8347, 1.4640, -0.5065], [1.2474, 0.3960, -0.1811], [0.1392, -1.4182, -0.9168], [-1.8643, 0.4979, 0.6520], [-1.8645, 0.4129, -1.1422], [-0.7661, 2.3717, -1.5347], [-0.7289, 2.7734, 0.1946], [0.7893, -0.9856, 2.1274], [2.2271, -1.5655, 1.2025], [0.6678, -2.4800, 1.3522]]
}

=====

{
  "formula": "C4H7N4",
  "method": "wB97M-V/def2-TZVPD",
  "fmax_ev_per_a": 6.6,
  "e_above_lowest_kj_mol": 443.34,
  "smiles": "C[C@@H]1N=NC[C@H]1[N+]#N",
  "total_energy_ev": -10210.6277,
  "gap_ev": 8.41,
  "total_charge": 1,
  "e_lumo_ha": -0.211,
  "symbols": ["C", "C", "C", "C", "N", "N", "N", "N", "H", "H", "H", "H", "H", "H", "H"],
  "coordinates": [[0.6073, -1.5986, 0.5290], [0.7196, 0.0609, 0.5000], [-0.3774, 0.3532, -0.5738], [-1.4621, 1.2974, -0.2675], [2.9267, 0.7757, -0.1386], [-0.2660, -1.9030, -0.5554], [-0.8494, -0.9293, -0.9339], [1.9296, 0.4369, 0.2209], [1.5040, -2.0192, 0.3472], [0.0714, -1.9109, 1.3487], [0.3787, 0.3739, 1.4794], [-0.0202, 0.6571, -1.5527], [-2.3047, 0.8561, -0.7777], [-1.0516, 2.3165, -0.4178], [-1.8060, 1.2332, 0.7922]]
}

=====

{
  "formula": "C4H7N5O",
  "method": "wB97M-V/def2-TZVPD",
  "fmax_ev_per_a": 4.8,
  "e_above_lowest_kj_mol": 219.86,
  "smiles": "N#C[C@H](N)c1c[nH]nn1.O",
  "total_energy_ev": -13757.0784,
  "gap_ev": 10.62,
  "e_lumo_ha": 0.017,
  "symbols": ["N", "C", "C", "N", "C", "C", "N", "N", "N", "H", "H", "H", "H", "H", "O", "H", "H"],
  "coordinates": [[-1.1068, 1.9726, 0.0006], [-0.8088, 0.5512, 0.1084], [-1.2798, -0.2344, -1.0756], [-1.5371, -0.4465, -2.2117], [0.6595, 0.3502, 0.3493], [1.3224, 0.0381, 1.5169], [2.6209, 0.1467, 1.1796], [2.7722, 0.4280, -0.1081], [1.5879, 0.5803, -0.6118], [-0.7463, 2.3631, -0.8660], [-2.1043, 2.1564, 0.0385], [-1.3510, 0.1536, 0.9780], [0.9899, -0.2874, 2.4958], [3.4330, 0.1270, 1.7870], [-1.7707, -2.7706, -1.0022], [-0.8937, -2.8456, -0.5823], [-1.7872, -2.2828, -1.9963]]
}

=====

{
  "formula": "C4H7N5O",
  "method": "wB97M-V/def2-TZVPD",
  "fmax_ev_per_a": 3.8,
  "spin_multiplicity": 3,
  "e_above_lowest_kj_mol": 172.70,
  "total_energy_ev": -13751.2975,
  "gap_ev": [5.73, 6.92],
  "e_lumo_ha": [0.033, -0.084],
  "symbols": ["C", "C", "C", "C", "N", "N", "N", "N", "N", "O", "H", "H", "H", "H", "H", "H", "H"],
  "coordinates": [[2.6289, 0.7867, 0.3095], [0.5908, 0.8709, -0.2336], [-0.8875, 1.1967, -0.4316], [-0.8030, -1.2114, -0.5570], [1.6108, 1.6358, 0.0926], [0.9250, -0.4312, -0.2594], [2.2766, -0.5049, 0.0882], [-1.5880, -0.1027, -0.1575], [-2.2718, -0.3571, 0.9719], [2.9107, -1.5706, 0.0410], [3.5803, 1.0802, 0.5983], [-1.3172, 2.0087, 0.1758], [-1.1052, 1.4688, -1.5207], [-0.5340, -1.2575, -1.5994], [-1.0224, -2.1452, -0.1508], [-1.8257, -0.6406, 1.8468], [-3.1683, -0.8266, 0.7860]]
}

=====

{
  "formula": "C4H7NO",
  "method": "wB97M-V/def2-TZVPD",
  "fmax_ev_per_a": 4.2,
  "e_above_lowest_kj_mol": 238.77,
  "smiles": "C[C@@H](O)CC#N",
  "total_energy_ev": -7797.1697,
  "gap_ev": 11.51,
  "e_lumo_ha": 0.022,
  "symbols": ["C", "C", "O", "C", "C", "N", "H", "H", "H", "H", "H", "H", "H"],
  "coordinates": [[-0.3713, 1.0637, -0.8993], [0.4555, 0.3080, 0.0982], [1.2747, 1.1315, 0.9016], [-0.2396, -0.7413, 0.9509], [-0.8113, -1.7663, 0.0801], [-1.2378, -2.5442, -0.6613], [0.2677, 1.7761, -1.4322], [-0.7901, 0.3406, -1.6026], [-1.1729, 1.6216, -0.4095], [1.2579, -0.2995, -0.5354], [1.8854, 0.5754, 0.3135], [-1.0165, -0.2795, 1.5668], [0.4984, -1.1860, 1.6291]]
}

=====

{
  "formula": "C4H7NO",
  "method": "wB97M-V/def2-TZVPD",
  "fmax_ev_per_a": 6.6,
  "e_above_lowest_kj_mol": 582.42,
  "total_energy_ev": -7793.6081,
  "gap_ev": [7.95, 8.21],
  "e_lumo_ha": [0.004, 0.023],
  "symbols": ["C", "C", "C", "C", "N", "O", "H", "H", "H", "H", "H", "H", "H"],
  "coordinates": [[0.1031, -1.4140, -0.0501], [-1.7526, 0.0176, -0.2917], [-3.1330, -0.0913, -0.9576], [2.2849, -2.0060, 0.9194], [1.2522, -1.1725, 0.4980], [-0.7292, -0.7219, -0.7207], [-1.9167, 0.1923, 0.8572], [-3.6941, 0.7836, -0.5980], [-3.5623, -1.0244, -0.5899], [-3.0488, -0.1561, -1.9855], [2.1832, -3.0069, 1.3975], [3.0449, -1.2997, 1.3748], [2.8636, -2.2490, -0.0053]]
}